Here is a molecular structure, C10H15Cl2GeMnN2O4 from the Open Molecules 2025 dataset. Energies are from the ωB97M-V functional and the def2-TZVPD basis.

Last column: natural (NBO) charge in e.
CARTESIAN COORDINATES (ANGSTROEM)
H: -4.23289 -0.62657 -2.03572  0.23
Cl: -1.17215 1.05633 1.55198  0.06
C: 3.74188 -1.12909 -0.06106  -0.25
Cl: -0.19352 2.97764 -0.46309  -0.02
C: 5.05512 -1.83597 -0.05663  0.78
H: 4.26924 0.81731 -1.01147  0.25
C: 3.55968 0.14408 -0.56148  0.04
H: -2.18705 -2.62053 2.08920  0.24
C: 1.90788 -2.74875 1.03106  0.78
C: -3.05214 -2.11017 1.65568  -1.10
H: 4.19118 -3.33820 0.81478  0.51
C: -1.12382 -1.20634 -0.67405  -0.82
Mn: -0.22670 -1.01244 0.79574  0.74
H: -3.93074 -2.70698 1.90610  0.24
O: 0.65830 -2.65963 1.31378  -0.73
O: 5.07977 -3.05005 0.46498  -0.67
Ge: -2.89165 -1.95183 -0.30275  1.50
H: 1.77123 1.29610 -0.66406  0.43
O: 6.03539 -1.29327 -0.50065  -0.59
H: -0.69346 -1.31854 -1.67412  0.17
H: -1.84478 1.30208 -0.65697  0.26
N: 2.26570 0.45854 -0.39749  -0.30
H: -3.95198 -4.22338 -0.78882  0.23
H: -3.16504 -1.13683 2.13488  0.22
H: -2.99412 -3.69076 -2.17710  0.23
C: -4.33479 -0.79555 -0.96324  -1.08
H: -5.30636 -1.25670 -0.77986  0.23
C: -3.02116 -3.73887 -1.08816  -1.07
H: -4.32025 0.17317 -0.45992  0.22
C: 2.46549 -1.51487 0.37803  0.06
N: 1.58917 -0.54151 0.17567  -0.27
C: -1.56495 2.02407 0.10216  -0.38
O: 2.64910 -3.69336 1.26667  -0.63
H: -2.18541 -4.35037 -0.74796  0.24
H: -2.36107 2.70256 0.38329  0.24

Force components x, y, z for each atom (eV/Å):
H 0.0 0.0 0.0
Cl 0.0 0.2 0.1
C 0.0 0.0 -0.1
Cl 0.0 0.0 0.0
C 0.0 0.0 0.1
H 0.0 0.0 0.0
C 0.0 0.0 0.0
H 0.0 0.0 0.0
C 0.1 0.1 0.2
C 0.0 0.0 0.0
H 0.0 0.0 -0.1
C 0.0 0.0 -0.2
Mn -0.1 -0.2 0.1
H 0.0 0.0 0.0
O 0.1 0.0 0.0
O 0.1 0.1 0.0
Ge 0.1 -0.1 0.0
H 0.0 0.0 0.0
O 0.0 0.0 0.0
H -0.1 0.0 -0.1
H 0.0 0.0 0.0
N -0.1 0.0 0.0
H 0.0 0.0 0.0
H 0.0 0.0 0.0
H 0.0 0.0 0.0
C 0.0 0.0 0.0
H 0.0 0.0 0.0
C -0.1 0.0 0.0
H 0.0 0.0 0.0
C -0.1 0.0 0.1
N 0.1 0.0 0.0
C 0.0 0.0 0.0
O 0.0 -0.1 0.0
H 0.0 0.0 0.0
H 0.0 0.0 0.0

- charge = 0
- E_HOMO (alpha / beta) (eV) = -8.140 / -8.366
- orbital gap (alpha / beta) (Ha) = 0.293 / 0.302
- maximum force (eV/Å) = 0.3
- calculated total energy (Eh) = -4948.7422